[1]
The following is a quantum chemistry calculation of a molecular structure, H24Ne2O12 in a non-equilibrium geometry, from the OMol25 dataset.

Last column: Löwdin charge in e.
Element x y z (Å)
O 1.98516 2.22563 -0.05770  -0.076
H -1.50006 2.32246 1.23365  -0.008
H 0.11219 -2.12977 -1.88775  -0.029
H -1.66013 -2.49948 3.21598  0.049
O -1.57107 -1.27310 -2.30025  -0.038
O 0.71495 -2.81593 -1.60121  -0.072
O -3.20708 1.48375 1.61960  -0.050
H 1.58241 -2.41698 -1.66895  -0.034
H -3.10734 0.70454 1.07269  -0.013
O 2.24395 -0.60072 3.61090  -0.037
H -1.18895 -0.49514 -2.70644  0.003
H 3.77170 -2.52836 -1.47910  0.055
O 3.18504 -0.03289 0.98667  -0.042
H 2.34201 1.39933 0.26805  -0.043
H -2.35727 -1.35767 0.78422  -0.010
H 1.04965 2.17718 0.13900  -0.030
O -0.31258 0.94065 -3.20245  -0.014
H -1.13694 2.83336 -0.14439  -0.020
O 3.28826 -1.71005 -1.59260  -0.039
Ne 0.89703 2.06182 3.50647  0.014
H -0.27694 1.03041 -4.15476  0.086
O -0.80699 2.77420 0.75219  -0.068
H -2.35042 -3.18781 2.05770  0.051
H -1.68611 3.53178 -2.25261  0.056
O -1.93008 2.72392 -1.80086  -0.037
H 4.12477 -0.03525 1.16874  0.064
H 3.06312 -0.20097 3.90312  0.051
H -1.36666 2.05342 -2.18714  -0.007
H 0.59388 0.77582 -2.94284  0.087
H -1.99905 -1.73466 -3.02137  0.079
H -2.30200 -1.12732 -0.71103  -0.013
H 2.31477 -1.51676 3.87941  0.052
O -2.14517 -2.32183 2.41012  -0.031
H -4.13986 1.69309 1.57126  0.046
Ne 0.16052 -0.27339 0.54607  0.052
O -2.71526 -0.80464 0.08979  -0.059
H 2.79510 -0.49023 1.73167  0.012
H 3.53530 -1.17843 -0.83591  0.013

Forces on the atoms, in the same order (eV/Å):
0.27 0.28 -0.65
-0.53 -0.17 0.21
-0.53 0.08 -0.01
0.16 0.13 0.19
-0.17 -0.69 -0.04
-0.14 -0.52 0.05
-0.05 0.46 0.57
0.52 0.22 0.11
0.20 -0.69 -0.61
-0.08 -0.10 -0.34
0.23 0.79 -0.14
0.16 -0.27 -0.08
0.53 -0.30 -0.70
0.21 -0.23 0.19
0.13 -0.07 0.55
-0.68 0.30 0.41
-0.02 -0.09 -0.15
-0.48 0.05 -0.44
0.13 -0.08 -0.43
-0.01 0.02 -0.02
-0.08 0.13 -0.37
1.06 0.16 0.32
-0.11 -0.29 -0.11
0.02 0.27 -0.10
-0.44 0.29 0.21
0.30 0.22 0.05
0.19 0.28 0.25
0.26 -0.32 -0.25
0.51 0.05 0.37
-0.19 -0.31 -0.07
0.16 0.16 -0.64
-0.07 -0.32 0.16
-0.07 0.01 -0.03
-0.12 0.17 0.02
0.04 -0.03 0.01
-0.51 0.11 0.40
-0.58 -0.15 0.61
-0.23 0.42 0.50

- Energy relative to the best compared isomer or geometry (same formula, charge and spin): 14.1 kJ/mol
- Largest force on an atom: 1.11 eV Å⁻¹
- HOMO level: -0.363 Eh

[2]
The following is a quantum chemistry calculation of a single C5H11NO molecule in a non-equilibrium geometry, from the OMol25 dataset.

Last column: Löwdin charge in e.
Element x y z (Å)
N 0.24526 -0.44586 -3.41564  0.126
H -1.39705 1.42898 -0.05520  0.077
C 0.54442 -1.12227 0.82039  -0.026
H 0.29119 1.60720 1.64916  0.094
H -0.08598 -1.09665 -4.09558  0.047
C -1.22901 0.44121 0.22398  -0.050
C 0.85124 1.48978 0.68797  -0.030
O 0.53646 0.17453 -1.35380  -0.076
H -1.73046 -0.22911 -0.36120  0.043
H 0.72486 -1.04234 1.93284  0.117
H 1.46224 -1.44820 0.45167  0.062
C 0.25562 0.17678 0.09284  -0.577
H -0.85869 -1.42896 -1.85798  0.149
H 0.74078 2.26098 -0.03744  0.066
H -0.19675 -1.83700 0.57664  0.067
C -0.07238 -0.72607 -2.27604  -0.282
H 1.98036 1.54210 0.98147  0.111
H -1.46486 0.22583 1.22655  0.082

Forces on the atoms, in the same order (eV/Å):
0.94 -0.12 -2.73
-0.84 1.65 -0.41
0.94 1.24 0.97
0.45 0.52 -0.89
-0.58 -0.37 -0.56
1.77 -0.16 0.73
2.27 -1.60 1.49
-0.17 -1.40 0.61
-1.67 -1.60 -1.61
-0.72 0.23 -1.15
1.72 -0.98 -0.67
-0.96 1.23 -0.26
1.23 0.49 -0.49
-0.58 0.78 -0.27
-0.81 -0.87 0.05
-0.45 1.47 4.46
-1.82 -0.68 -0.64
-0.73 0.17 1.38

- SMILES: [H]/N=C/OC(C)(C)C
- Energy relative to the best compared isomer or geometry (same formula, charge and spin): 224.6 kJ/mol
- Largest force on an atom: 4.72 eV Å⁻¹
- HOMO level: -0.361 Eh

[3]
The following is a quantum chemistry calculation of 2 unconnected molecules or ions with the total composition C18H21FN2O5 in a non-equilibrium geometry, from the OMol25 dataset.

Last column: Löwdin charge in e.
Element x y z (Å)
H 2.57372 2.49743 0.03831  0.119
C 1.61893 1.40255 1.65909  -0.251
H 3.43784 -0.94204 -2.76643  0.113
H 1.42217 4.61747 0.49851  0.104
O 4.85530 0.76852 1.97724  0.081
C 0.03219 2.72008 2.95857  -0.078
H -3.57734 -4.34638 -1.65411  0.082
C -3.19502 -2.96397 -0.07287  -0.535
H -2.17748 -4.75432 -0.63033  0.087
H -0.21606 4.77696 2.36093  0.097
H -0.53480 -1.01499 0.77594  0.124
H -4.20262 -0.96270 -2.61452  0.078
C 1.21888 3.75013 1.12014  -0.076
H -3.83070 -4.99615 -0.01860  0.089
O -0.65815 0.54135 -1.61059  0.055
C -1.45949 -0.44548 0.88352  -0.205
H 0.47752 0.64243 3.31381  0.123
H -2.23184 1.00262 -3.30410  0.145
H 1.71566 -0.62934 -0.97702  0.111
H -0.69012 2.78046 3.76791  0.106
H -1.90596 -2.38140 -1.49508  0.155
C -4.06827 0.11924 -2.67133  -0.060
C 5.44811 0.15255 -0.25796  0.067
C 5.07368 -0.30689 -1.52253  -0.264
H 6.48640 0.37926 -0.04592  0.131
C 4.49163 0.31997 0.74184  -0.242
H -2.73721 -1.60142 1.80932  0.038
H -3.34143 -0.25974 -0.09691  0.153
H -1.21525 0.61243 0.98607  0.115
N -2.65045 0.46755 -2.55748  0.030
F 6.00457 -0.47321 -2.48922  0.057
C 3.14309 0.03322 0.48790  -0.235
C 2.76401 -0.42184 -0.78015  0.021
C 3.72904 -0.59165 -1.78157  -0.010
O 2.20582 0.16914 1.48160  0.018
N -2.44704 -2.06459 -0.70635  0.123
C -2.35057 -0.63725 -0.35154  -0.178
C -1.82619 0.18166 -1.54407  -0.457
C 1.87392 2.54001 0.86622  0.001
O -3.84563 -2.69866 0.92812  0.048
O -2.15738 -0.85448 2.04412  -0.057
H -4.63915 0.59339 -1.87000  0.087
H -4.45687 0.46869 -3.62945  0.088
C -3.19340 -4.36446 -0.63652  0.012
C 0.69548 1.51493 2.70488  -0.025
H 4.04340 0.81910 2.51440  0.115
C 0.29707 3.83985 2.16618  -0.100

Forces on the atoms, in the same order (eV/Å):
-0.03 -0.14 0.09
-0.61 1.44 0.04
0.05 0.04 0.11
0.02 -0.18 0.07
-0.20 -0.05 -0.17
0.49 -0.11 -0.49
0.06 -0.13 -0.14
-0.73 -0.90 0.67
0.04 -0.12 -0.12
0.07 -0.12 -0.03
0.15 0.06 -0.19
-0.09 0.07 -0.01
-0.23 -0.57 0.49
0.10 0.13 -0.06
0.03 -0.19 0.46
-0.54 0.02 -0.01
0.05 0.04 -0.10
0.07 -0.06 0.14
0.13 0.10 0.01
0.13 -0.07 -0.12
0.05 0.03 0.03
0.29 0.03 0.28
0.31 -0.10 -0.35
-1.03 0.15 0.93
-0.06 -0.01 0.01
-0.50 -0.03 0.15
-0.05 0.19 0.18
-0.18 -0.20 0.08
0.05 -0.06 0.02
-1.29 -0.03 -0.67
-0.33 0.09 0.41
0.33 -0.28 -1.55
0.71 0.18 0.28
0.19 -0.03 -0.12
-0.03 0.11 0.43
0.62 1.04 -1.12
0.32 0.09 0.12
1.12 -0.33 0.07
0.04 -0.30 0.07
-0.17 0.17 0.16
0.19 0.13 0.06
-0.10 -0.07 -0.10
0.16 -0.02 0.15
-0.04 0.13 0.01
-0.05 0.02 0.08
0.39 -0.04 -0.15
0.08 -0.11 -0.08

- SMILES: CNC(=O)[C@H](CO)NC(C)=O.Oc1cc(F)ccc1Oc1ccccc1
- Largest force on an atom: 1.65 eV Å⁻¹
- HOMO level: -0.318 Eh

[4]
The following is a quantum chemistry calculation of 2 unconnected molecules or ions with the total composition C4H11NO3, from the OMol25 dataset.

Last column: Löwdin charge in e.
Element x y z (Å)
C -0.77145 -0.49442 1.38834  -0.032
C 0.29886 0.54708 1.02410  -0.333
N -0.19246 1.59836 0.14021  0.067
H -1.35375 -1.32416 -2.31307  0.004
H 2.04728 -1.47004 1.93087  0.090
C -0.47037 1.39401 -1.15462  -0.326
H -0.60542 -0.95977 2.35735  0.081
H -1.97718 -1.82341 -1.03922  -0.003
H -0.76382 -1.25520 0.60247  0.063
H -1.76369 -0.05804 1.38486  0.082
H -0.77184 2.27342 -1.71982  0.133
H -0.34144 2.50860 0.53846  0.139
O -2.00298 -1.96572 -1.98732  -0.070
O 2.33068 -0.59494 1.64294  -0.055
H 0.58741 1.06108 1.93433  0.141
H 1.37604 -0.89006 -0.21107  0.116
H 2.24548 0.57103 0.04020  0.127
C 1.57261 -0.13022 0.53403  -0.227
O -0.39209 0.31048 -1.70939  0.004

Forces on the atoms, in the same order (eV/Å):
0.04 -0.02 -0.71
-0.23 -0.15 0.55
0.10 -0.10 -0.01
-0.18 -0.05 0.09
-0.10 0.12 -0.20
-0.03 -0.50 -0.32
0.17 0.00 -0.02
-0.08 0.00 0.08
-0.05 -0.12 0.23
-0.15 0.18 0.15
-0.15 0.47 0.04
0.03 0.07 -0.13
0.11 -0.06 -0.20
-0.04 -0.33 0.17
0.09 0.17 0.17
-0.21 -0.42 0.03
-0.21 0.32 0.00
0.68 0.37 -0.08
0.22 0.07 0.15

- SMILES: C[C@@H](CO)NC=O.O
- Energy relative to the best compared isomer or geometry (same formula, charge and spin): 105.8 kJ/mol
- Largest force on an atom: 0.78 eV Å⁻¹
- HOMO level: -0.373 Eh

[5]
The following is a quantum chemistry calculation of a molecular structure, Li2, from the OMol25 dataset.

Last column: Löwdin charge in e.
Element x y z (Å)
Li 0.00000 0.00000 -2.60000  1.000
Li 0.00000 0.00000 2.60000  1.000

Forces on the atoms, in the same order (eV/Å):
0.00 0.00 -0.53
0.00 0.00 0.53

- Energy relative to the best compared isomer or geometry (same formula, charge and spin): 31.7 kJ/mol
- Largest force on an atom: 0.53 eV Å⁻¹
- HOMO level: -2.573 Eh
- Charge: +2

[6]
The following is a quantum chemistry calculation of a single C19H24N4O3 molecule, from the OMol25 dataset.

Last column: Löwdin charge in e.
Element x y z (Å)
H 6.69800 0.29415 -2.14822  0.073
N -2.96502 -1.19234 -2.71551  0.122
H -4.59597 -2.17514 -3.66920  0.126
H 6.86573 0.21450 -0.39310  0.071
H 0.38852 -0.35404 1.98711  0.131
C -1.18867 -1.57347 1.37851  -0.038
C 0.77666 1.43956 0.08096  -0.445
H 5.70925 2.44162 -0.19260  0.114
H -0.81676 -0.17180 -7.77524  0.106
H -0.15110 0.31780 -5.45417  0.115
C -0.03660 -0.72456 1.05253  -0.144
H 4.34249 0.30872 -0.20895  0.120
C -3.66267 -1.64050 -3.72392  -0.126
C 3.05155 1.93669 -0.72634  -0.293
H -3.66047 -3.58369 1.01895  0.075
C -1.86655 -0.58071 -3.21098  -0.162
C -1.87852 -0.64909 -4.60881  -0.109
N -1.08689 -0.02319 -1.06052  0.136
H 4.11320 0.50259 -1.93497  0.121
C 6.78104 0.89633 -1.24163  -0.115
H -3.04626 -3.85253 2.65956  0.076
H 1.89578 1.94695 -3.08937  0.055
H 7.71006 1.46386 -1.30521  0.068
H 3.67417 3.72102 -1.77948  0.117
O 2.69325 2.49479 -3.08624  -0.051
C 4.26787 1.05777 -1.00372  -0.176
H -4.35370 -2.15655 -6.32974  0.127
N -3.05257 -1.34137 -4.91364  0.005
N 1.88174 1.08064 -0.59255  0.115
H 1.81837 0.28524 -1.20614  0.135
H -1.16875 1.02905 0.67140  0.152
O 0.13975 0.57638 -2.91474  0.037
C -1.06085 -0.22180 -5.66892  0.015
H 0.72199 -1.35149 0.57507  0.124
H -1.94848 -0.51832 -0.85708  0.117
C -0.40621 0.45414 0.14548  -0.195
C -1.44057 -0.49864 -6.95520  -0.068
H -2.91974 -1.41230 -8.24202  0.105
C -3.42872 -1.61640 -6.19796  -0.038
C -0.83968 0.04926 -2.38381  -0.411
C 2.83750 3.02241 -1.78414  -0.210
H -4.11394 -2.47804 2.32814  0.076
C 5.58166 1.82608 -1.08807  -0.263
O 0.71432 2.45490 0.75248  0.073
H 5.55361 2.51402 -1.93593  0.105
C -2.14340 -2.25823 1.62518  -0.076
H 1.94933 3.60807 -1.52044  0.124
C -3.30933 -3.09197 1.92536  -0.101
C -2.63346 -1.20185 -7.22255  -0.066
H 3.20475 2.43911 0.23199  0.151

Forces on the atoms, in the same order (eV/Å):
-0.02 -0.01 0.00
-0.35 -0.19 0.33
0.00 -0.01 -0.03
-0.02 -0.01 0.00
0.08 0.16 -0.07
-0.06 0.06 -0.07
-0.10 0.14 -0.06
-0.03 0.00 0.03
-0.01 0.00 -0.02
-0.03 -0.02 0.12
0.07 -0.54 0.13
-0.03 0.03 0.04
0.04 0.03 0.02
0.34 0.16 0.13
-0.05 -0.03 0.03
-0.09 -0.08 -0.94
-0.28 -0.14 0.65
0.00 -0.21 -0.03
-0.01 0.06 -0.04
0.01 0.06 0.02
-0.06 -0.03 0.00
-0.10 0.00 -0.06
0.01 -0.01 0.00
0.10 -0.13 -0.13
0.14 -0.15 -0.07
0.03 -0.09 -0.04
-0.02 -0.01 0.02
0.25 0.16 0.33
0.04 -0.37 -0.17
-0.06 0.03 -0.16
0.13 0.10 0.11
0.15 0.08 0.17
0.13 0.04 -0.82
0.06 0.11 -0.04
0.06 -0.01 0.09
-0.47 0.27 0.02
0.60 0.37 0.59
-0.09 -0.05 0.02
0.24 0.11 -0.74
0.63 0.34 0.12
-0.48 0.07 0.20
-0.05 -0.06 0.01
0.02 -0.05 -0.08
-0.09 0.05 0.00
-0.01 -0.01 0.00
-0.01 0.04 -0.04
0.02 -0.06 0.14
0.23 0.16 -0.06
-0.69 -0.39 0.31
-0.13 0.02 0.02

- SMILES: CC#CC[C@H](NC(=O)c1ncn2ccccc12)C(=O)N[C@H](CO)CCC
- Energy relative to the best compared isomer or geometry (same formula, charge and spin): 304.6 kJ/mol
- Largest force on an atom: 0.94 eV Å⁻¹
- HOMO level: -0.299 Eh

Record order is preserved below.
Molar mass: 256.5; 101.1; 364.4; 121.1; 13.9; 356.4 g/mol